Below is C31H50HgN2O8SSb as an isolated structure, with properties calculated with ωB97M-V with the def2-TZVPD basis set.

```
94
C31H50HgN2O8SSb ωB97M-V with the def2-TZVPD basis set
Hg -0.499 -0.421 0.443
C -2.687 -1.951 0.535
C -1.923 -2.274 1.727
C -1.087 -3.387 1.363
C -1.385 -3.698 0.023
C -2.361 -2.836 -0.491
C -2.890 -2.824 -1.910
C -3.721 -1.566 -2.164
C -3.773 -4.056 -2.151
C -1.722 -2.841 -2.907
C 0.014 -4.196 2.066
C 0.749 -3.487 3.204
C 1.114 -4.546 1.044
C -0.562 -5.519 2.597
C -2.353 -1.678 3.082
C -2.765 -2.811 4.038
C -3.605 -0.807 2.891
C -1.337 -0.741 3.759
H -3.436 -1.176 0.487
H -0.892 -4.470 -0.553
H -4.598 -1.529 -1.514
H -4.067 -1.543 -3.203
H -3.130 -0.669 -1.976
H -4.611 -4.064 -1.451
H -3.200 -4.974 -1.998
H -4.171 -4.063 -3.173
H -1.055 -1.994 -2.728
H -2.095 -2.780 -3.936
H -1.137 -3.759 -2.812
H 1.207 -2.563 2.845
H 1.549 -4.137 3.573
H 0.106 -3.251 4.046
H 1.460 -3.646 0.532
H 0.761 -5.250 0.290
H 1.966 -5.007 1.554
H -1.294 -5.344 3.388
H 0.234 -6.158 3.000
H -1.065 -6.057 1.792
H -3.558 -3.410 3.583
H -3.142 -2.395 4.978
H -1.941 -3.482 4.272
H -4.430 -1.379 2.461
H -3.399 0.052 2.252
H -3.924 -0.428 3.867
H -0.361 -1.188 3.909
H -1.722 -0.436 4.739
H -1.208 0.165 3.164
O 1.894 3.678 1.331
C 0.937 3.111 0.783
O 0.982 2.003 0.160
C -0.400 3.852 0.752
C -0.359 5.194 0.533
C -1.539 5.948 0.339
C -2.771 5.325 0.338
C -2.843 3.969 0.564
C -1.680 3.155 0.911
O -1.774 2.008 1.367
N -4.164 3.378 0.500
O -4.268 2.191 0.252
O -5.140 4.119 0.627
N -1.467 7.354 0.094
O -2.509 7.985 -0.084
O -0.363 7.891 0.062
H 0.604 5.682 0.493
H -3.672 5.889 0.154
C 4.223 -1.728 0.847
Sb 2.734 -0.135 0.543
C 3.139 0.720 2.466
C 4.130 1.120 -0.507
H 5.187 -1.305 1.142
H 4.352 -2.307 -0.070
H 3.877 -2.405 1.630
H 4.220 0.774 2.611
H 2.696 0.105 3.250
H 2.714 1.724 2.489
H 5.074 1.130 0.041
H 3.701 2.120 -0.538
H 4.295 0.751 -1.520
C 0.307 1.012 -5.243
C 1.478 1.551 -4.439
S 1.179 1.524 -2.636
O 0.595 0.166 -2.399
C -0.180 2.752 -2.599
C -1.526 2.103 -2.343
H 0.600 0.813 -6.275
H -0.525 1.717 -5.257
H -0.044 0.083 -4.791
H 1.743 2.578 -4.702
H 2.366 0.929 -4.567
H -0.158 3.305 -3.540
H 0.078 3.430 -1.786
H -1.787 1.381 -3.117
H -2.298 2.874 -2.300
H -1.524 1.583 -1.385
```

Calculated values
**Highest occupied orbital energy (alpha / beta)**: -1.15 / -2.11 eV
**ΔE to the lowest compared entry with this formula, charge and spin**: 68.02 kJ/mol
**Kohn-Sham gap (alpha / beta)**: 5.16 / 6.12 eV
**Multiplicity**: 2
**Total charge**: -2
**Total energy**: -73861.573 eV